A cluster of 4 separate species, C2H14N2O3 in total in a non-equilibrium geometry. Source: OMol25; level of theory: ωB97M-V/def2-TZVPD.

XYZ file:
```
21
Properties=species:S:1:pos:R:3:forces:R:3
N -1.5604 -0.0011 2.0452 2.11 1.03 0.23
C -0.9660 0.7127 0.9014 1.88 0.70 -0.72
C 0.4772 1.2454 1.3759 -0.69 1.20 0.14
N 1.4424 1.8667 0.3848 -2.09 -1.13 -0.60
H -1.5916 0.5247 2.9228 0.20 0.03 -0.70
H -2.4374 -0.4028 1.9201 -1.57 -0.68 -0.73
H -0.5970 0.0102 0.0607 -1.44 0.68 1.13
H -1.6048 1.5811 0.4766 1.01 -1.33 0.52
H 0.9764 0.4614 1.8756 0.43 -1.29 0.29
H 0.4091 2.0157 2.1229 -0.76 0.27 0.70
H 1.7137 2.7731 0.7209 0.19 0.24 0.08
H 0.8269 2.0336 -0.4089 0.44 0.36 -0.36
O 2.5439 -0.4378 -0.5533 2.11 2.82 -2.45
H 2.1884 0.4764 -0.2374 0.59 -1.28 -0.11
H 3.1717 -0.0916 -1.3389 -2.05 -1.49 2.70
O -2.7547 -2.0403 -3.0862 -0.25 -0.24 0.01
H -2.1290 -1.8968 -2.3716 0.21 -0.02 0.11
H -3.1565 -2.8974 -2.8872 0.15 0.26 -0.07
O 0.6235 -2.1745 -1.2324 0.80 0.14 0.51
H 1.0622 -1.8950 -2.0371 -0.38 -0.08 -0.72
H 1.3619 -1.8637 -0.6538 -0.88 -0.21 0.05
```
Positions in Å, forces in eV/Å.

DFT total energy: -419.77978 Ha
SMILES: NCCN.O.O.O
energy above the lowest of the compared OMol25 structures with the same formula, charge and spin: 158.0 kJ/mol